The following is a DFT calculation (ωB97M-V with the def2-TZVPD basis set) of C21H33BrMnN2SbSi as an isolated structure.

Values from the calculation:
HOMO (alpha / beta)	-13.95 / -13.94	eV
energy relative to the best compared isomer or geometry (same formula, charge and spin)	1.1	kcal per mole
total charge	+2
2S+1	5
<S²>	6.479

Each line ends with the Löwdin spin population.
Cartesian coordinates (Å):
1 Mn -0.20492 0.52408 -0.50135  4.323
2 Br -5.88407 -4.26403 -1.22156  0.000
3 C -4.24132 -3.36803 -1.29814  0.000
4 C -3.36587 -3.62346 -2.35031  0.000
5 C -2.15142 -2.96516 -2.41432  0.001
6 C -1.81208 -2.05041 -1.42018  0.005
7 C -2.69673 -1.78117 -0.38292  0.006
8 C -3.91001 -2.44554 -0.31417  0.001
9 N -0.58227 -1.33243 -1.42727  0.017
10 C 0.46338 -1.78469 -2.01122  0.008
11 C 1.69435 -0.98434 -2.03901  0.004
12 C 2.84161 -1.45857 -2.65071  0.000
13 C 3.97726 -0.65825 -2.65239  0.003
14 C 3.92534 0.58359 -2.04395  0.001
15 C 2.74117 0.99033 -1.44934  0.009
16 N 1.64414 0.22986 -1.44308  0.016
17 H -3.64174 -4.32822 -3.12198  0.000
18 H -1.50450 -3.15340 -3.26086  0.000
19 H -2.43222 -1.08030 0.40353  0.004
20 H -4.59376 -2.25128 0.50005  0.000
21 H 0.48716 -2.76042 -2.49020  0.001
22 H 2.84481 -2.43446 -3.11641  0.000
23 H 4.88710 -1.00356 -3.12420  0.000
24 H 4.78540 1.23743 -2.02513  0.000
25 H 2.66469 1.95574 -0.96432  0.002
26 C -2.39485 1.83702 -0.90754  -0.047
27 Si -1.23200 1.73252 -2.40246  -0.275
28 C -0.11835 3.22765 -2.49665  -0.044
29 C -1.94837 1.07588 -3.97481  -0.041
30 H -2.77523 2.86131 -0.85425  -0.010
31 H -1.99173 1.69623 0.11803  0.006
32 H -3.22874 1.14090 -0.99698  0.002
33 H -0.70601 4.12563 -2.71094  -0.011
34 H 0.62908 3.13046 -3.28497  0.001
35 H 0.40172 3.42545 -1.55477  0.001
36 H -2.60883 1.82761 -4.41540  -0.010
37 H -2.53418 0.17104 -3.80974  0.000
38 H -1.16526 0.86385 -4.70347  -0.001
39 C 0.14298 -0.26513 5.14557  0.000
40 C -0.73231 -0.03388 3.91950  0.002
41 Sb 0.38182 0.51427 2.18934  0.012
42 C 2.31202 -0.33575 2.47280  0.004
43 C 2.34112 -1.84430 2.25905  0.000
44 C 0.81293 2.58866 2.48359  0.007
45 C 1.41699 2.97442 3.82823  0.001
46 H -0.48292 -0.51460 6.00215  0.000
47 H 0.72584 0.61560 5.40988  0.000
48 H 0.83354 -1.09530 4.99545  0.000
49 H -1.44790 0.77645 4.06929  0.000
50 H -1.30794 -0.92581 3.67315  0.000
51 H 2.63583 -0.06427 3.47797  0.000
52 H 2.97435 0.18172 1.77495  0.000
53 H 1.69536 -2.36628 2.96666  0.000
54 H 3.34833 -2.23877 2.39136  0.000
55 H 2.00978 -2.11515 1.25291  0.000
56 H -0.12300 3.12519 2.30921  0.000
57 H 1.48357 2.86532 1.66399  0.001
58 H 0.71965 2.79291 4.64558  0.000
59 H 1.66435 4.03570 3.84568  0.000
60 H 2.33286 2.42017 4.03711  0.000